[1]
Below is a molecular structure, C35H33BCo2O8 in a non-equilibrium geometry, with properties calculated with ωB97M-V/def2-TZVPD.

Structure (XYZ):
```
79
C35H33BCo2O8, DFT ωB97M-V/def2-TZVPD
C -1.271 -4.069 3.267
C 0.099 -4.084 2.623
C 1.179 -4.745 3.519
C 0.167 -4.490 1.050
C 0.872 -5.799 0.707
C -1.176 -4.402 0.357
O 1.059 -3.498 0.484
B 1.410 -2.691 1.550
C 2.794 -1.997 1.660
C 3.052 -1.119 2.727
C 4.369 -0.784 3.054
C 5.452 -1.242 2.291
C 5.162 -1.930 1.105
C 3.845 -2.275 0.762
C -0.277 0.747 -0.216
C 1.102 0.949 0.378
C -1.249 0.174 0.726
C -2.208 -0.810 0.373
C -3.355 -0.977 1.151
C -3.495 -0.314 2.380
C -2.444 0.494 2.818
C -1.281 0.598 2.072
O 0.514 -2.694 2.611
H -1.739 -5.052 3.293
H -1.222 -3.709 4.298
H -1.933 -3.383 2.735
H 1.025 -5.801 3.734
H 2.193 -4.649 3.102
H 1.207 -4.237 4.493
H 0.429 -6.688 1.161
H 0.811 -5.939 -0.378
H 1.944 -5.771 0.951
H -1.865 -5.191 0.673
H -1.645 -3.428 0.520
H -1.024 -4.528 -0.715
H 2.210 -0.677 3.264
H 4.550 -0.152 3.917
H 6.484 -1.098 2.638
H 5.988 -2.213 0.455
H 3.630 -2.706 -0.219
H -0.266 0.183 -1.164
H 1.779 0.116 0.121
H 1.652 1.854 0.137
H 1.038 0.929 1.471
H -2.075 -1.426 -0.521
H -4.155 -1.664 0.842
H -4.383 -0.438 3.009
H -2.484 1.002 3.777
H -0.400 1.046 2.533
O -3.165 0.922 -1.956
C -2.432 1.695 -1.497
Co -1.500 3.042 -0.866
C -2.909 4.046 -0.614
O -3.861 4.597 -0.252
C -1.454 3.248 0.915
O -1.614 3.532 2.031
C -0.397 3.643 -2.533
C -1.198 4.263 -3.590
C -2.006 3.449 -4.421
C -3.026 4.031 -5.170
C -3.203 5.421 -5.179
C -2.295 6.245 -4.486
C -1.265 5.679 -3.725
C 0.606 3.697 -1.632
C 1.303 4.026 -0.514
Co 1.135 2.419 -2.915
C 0.300 0.871 -3.282
O -0.168 -0.129 -3.646
C 2.776 2.159 -2.337
O 3.850 2.065 -1.930
C 1.625 2.848 -4.478
O 2.037 2.920 -5.556
H -1.826 2.364 -4.428
H -3.697 3.381 -5.730
H -4.036 5.874 -5.727
H -2.390 7.337 -4.522
H -0.513 6.294 -3.200
H 2.407 3.959 -0.549
H 0.845 4.679 0.213
```

Output
Total charge: 0
HOMO: -7.456 eV
ΔE to the lowest compared entry with this formula, charge and spin: 47.6 kcal/mol
HOMO-LUMO gap: 5.423 eV

Results of the Mulliken charge analysis, in e, for atoms 1 through 8: -1.62, 1.35, -1.75, 1.91, -1.87, -1.62, -0.57, 1.00

---

[2]
Below is a molecular structure, C49H56CsF2Ge2N6OS in a non-equilibrium geometry, with properties calculated with ωB97M-V/def2-TZVPD.

Structure (XYZ):
```
118
C49H56CsF2Ge2N6OS, DFT ωB97M-V/def2-TZVPD
Cs 0.796 -0.267 1.264
F 6.370 0.956 -0.388
C 5.280 1.573 0.143
C 4.019 1.047 -0.045
C 2.867 1.671 0.455
C 3.078 2.852 1.213
C 4.372 3.331 1.399
F 4.618 4.442 2.166
C 5.495 2.728 0.871
C 1.878 3.521 1.805
C 1.861 4.830 2.311
C 0.711 5.332 2.895
C -0.427 4.541 2.963
C -0.342 3.286 2.386
N 0.757 2.781 1.837
H 3.945 0.113 -0.605
H 6.484 3.129 1.038
H 2.744 5.446 2.251
H 0.707 6.337 3.300
H -1.343 4.886 3.424
H -1.211 2.633 2.386
C 1.795 -6.006 4.906
C 2.242 -4.549 4.942
N 1.147 -3.625 4.646
C 0.446 -3.088 5.799
C 1.217 -1.956 6.465
C 0.709 -3.462 3.360
S -0.729 -2.609 3.023
N 1.481 -4.114 2.462
C 1.734 -3.687 1.230
O 1.498 -2.561 0.743
C 2.478 -4.687 0.369
C 2.980 -5.880 0.883
C 3.654 -6.770 0.058
C 3.829 -6.478 -1.290
C 3.328 -5.291 -1.808
C 2.662 -4.400 -0.979
H 2.631 -6.670 5.140
H 1.416 -6.250 3.913
H 1.001 -6.185 5.635
H 3.057 -4.386 4.242
H 2.607 -4.302 5.939
H 0.265 -3.900 6.514
H -0.519 -2.728 5.458
H 2.197 -2.280 6.822
H 0.658 -1.574 7.322
H 1.366 -1.139 5.758
H 2.829 -6.094 1.933
H 4.046 -7.693 0.468
H 4.357 -7.173 -1.932
H 3.463 -5.056 -2.857
H 2.278 -3.464 -1.365
N -4.469 -1.852 -0.058
C -4.452 -0.472 0.107
C -5.688 0.196 0.057
C -5.709 1.563 0.204
C -4.514 2.247 0.399
C -3.358 1.494 0.450
N -3.311 0.167 0.313
C -3.418 -2.783 -0.074
C -3.703 -4.104 0.284
C -2.680 -5.031 0.241
C -1.409 -4.626 -0.138
C -1.244 -3.298 -0.482
N -2.224 -2.393 -0.476
H -5.381 -2.263 0.036
H -6.605 -0.361 -0.103
H -6.651 2.098 0.160
H -4.481 3.323 0.507
H -2.401 1.975 0.609
H -4.701 -4.386 0.600
H -2.870 -6.059 0.527
H -0.564 -5.303 -0.133
H -0.268 -2.922 -0.764
C 2.959 -0.503 -3.414
C 1.575 -1.152 -3.374
Ge 0.082 0.109 -3.560
C -1.562 -0.959 -3.508
C -2.850 -0.137 -3.429
C 0.158 1.154 -5.232
C 0.164 2.458 -4.894
Ge 0.124 2.481 -2.905
C 1.593 3.443 -2.054
C 2.956 3.312 -2.734
C -1.532 3.278 -2.205
C -1.823 4.665 -2.789
C 0.194 3.606 -5.838
C 0.666 4.850 -5.417
C 0.720 5.932 -6.285
C 0.284 5.795 -7.597
C -0.204 4.566 -8.028
C -0.247 3.486 -7.159
H 3.758 -1.248 -3.366
H 3.094 0.169 -2.565
H 3.101 0.084 -4.325
H 1.433 -1.691 -2.432
H 1.451 -1.881 -4.181
H -1.500 -1.634 -2.654
H -1.540 -1.570 -4.416
H -2.884 0.436 -2.500
H -3.736 -0.779 -3.442
H -2.933 0.567 -4.263
H 0.191 0.816 -6.272
H 1.645 3.060 -1.030
H 1.282 4.494 -1.997
H 3.315 2.284 -2.694
H 3.704 3.928 -2.227
H 2.925 3.613 -3.786
H -1.404 3.343 -1.119
H -2.364 2.598 -2.391
H -1.027 5.376 -2.552
H -2.755 5.075 -2.390
H -1.916 4.631 -3.877
H 1.004 4.962 -4.392
H 1.097 6.886 -5.936
H 0.318 6.638 -8.276
H -0.557 4.453 -9.047
H -0.643 2.537 -7.499
```

Output
Total charge: -1
HOMO: -4.030 eV
ΔE to the lowest compared entry with this formula, charge and spin: 13.1 kcal/mol
HOMO-LUMO gap: 6.023 eV

Results of the Mulliken charge analysis, in e, for atoms 1 through 8: 1.08, -0.38, 0.43, -0.72, -0.71, 1.10, 0.67, -0.40

---

[3]
Below is a molecular structure, C5H9NO3 in a non-equilibrium geometry, with properties calculated with ωB97M-V/def2-TZVPD.

Structure (XYZ):
```
18
C5H9NO3, DFT ωB97M-V/def2-TZVPD
C 1.478 -0.108 1.208
C 1.585 -0.172 -1.333
C -0.469 0.799 -0.127
C -1.337 -0.418 -0.174
C 0.758 -0.042 -0.092
N -2.617 -0.563 0.370
O -1.231 0.542 -1.295
O -0.600 1.979 0.541
O -0.436 -1.410 -0.163
H -1.542 2.120 0.711
H -2.762 -1.522 0.661
H -3.346 -0.254 -0.260
H 2.556 -0.236 1.117
H 1.416 0.769 1.857
H 2.150 -1.102 -1.314
H 0.959 -0.144 -2.220
H 2.288 0.666 -1.360
H 1.150 -0.904 1.873
```

Output
Total charge: 0
HOMO: -8.295 eV
ΔE to the lowest compared entry with this formula, charge and spin: 88.6 kcal/mol
HOMO-LUMO gap: 9.117 eV

Results of the Mulliken charge analysis, in e, for atoms 1 through 8: -1.50, -1.52, 0.28, 0.41, 1.58, -0.57, -0.58, -0.59

---

[4]
Below is a molecular structure, C32H31Cl2F3N4O7SSc in a non-equilibrium geometry, with properties calculated with ωB97M-V/def2-TZVPD.

Structure (XYZ):
```
81
C32H31Cl2F3N4O7SSc, DFT ωB97M-V/def2-TZVPD
Sc 0.033 0.224 -0.358
C -5.592 4.088 2.009
C -4.621 3.211 1.283
C -4.439 3.291 -0.079
C -3.518 2.473 -0.761
C -3.292 2.690 -2.138
N -2.459 1.978 -2.829
C -2.079 2.132 -4.202
C -0.609 2.572 -4.328
C 0.365 1.602 -3.643
N 1.703 1.785 -4.150
C 2.689 0.918 -4.144
C 2.788 -0.333 -3.505
C 3.549 -1.321 -4.173
C 3.615 -2.616 -3.729
C 4.313 -3.686 -4.509
C 2.961 -2.937 -2.531
C 2.293 -2.000 -1.761
C 1.575 -2.494 -0.606
N 0.788 -1.845 0.165
C -0.077 -2.630 1.030
C -0.094 -2.227 2.508
C -0.238 -0.719 2.780
N -1.029 -0.018 1.791
C -2.033 0.655 2.205
C -2.886 1.490 1.391
C -3.821 2.315 2.001
C -2.738 1.501 -0.035
O -1.928 0.704 -0.622
C 2.212 -0.628 -2.209
O 1.755 0.307 -1.488
H -6.166 4.696 1.318
H -5.061 4.750 2.692
H -6.285 3.486 2.592
H -5.010 4.001 -0.660
H -3.806 3.517 -2.625
H -2.065 1.163 -2.338
H -2.720 2.874 -4.690
H -2.219 1.154 -4.675
H -0.501 3.567 -3.890
H -0.384 2.630 -5.396
H 0.071 0.558 -3.813
H 0.359 1.775 -2.552
H 1.862 2.682 -4.596
H 3.521 1.189 -4.785
H 4.018 -1.055 -5.108
H 4.891 -3.255 -5.322
H 3.580 -4.369 -4.937
H 4.978 -4.265 -3.871
H 2.968 -3.971 -2.212
H 1.673 -3.580 -0.464
H 0.166 -3.703 0.966
H -1.088 -2.490 0.622
H 0.821 -2.570 2.998
H -0.939 -2.751 2.960
H 0.760 -0.269 2.757
H -0.657 -0.582 3.790
H -2.282 0.662 3.276
H -3.927 2.287 3.078
Cl 1.765 7.244 2.062
C 1.247 5.781 1.312
C 0.296 5.856 0.283
C -0.108 4.707 -0.338
Cl -1.272 4.796 -1.597
C 0.369 3.406 0.016
O -0.026 2.359 -0.598
C 1.324 3.379 1.082
C 1.841 2.118 1.493
O 1.467 1.008 1.091
C 1.757 4.570 1.700
H -0.103 6.813 -0.020
H 2.643 2.157 2.250
H 2.496 4.513 2.485
F -0.377 -3.756 -2.284
C -0.967 -2.976 -3.197
F 0.009 -2.513 -3.995
F -1.767 -3.732 -3.933
S -1.728 -1.516 -2.290
O -2.335 -2.066 -1.122
O -2.542 -0.822 -3.243
O -0.461 -0.810 -2.032
```

Output
Total charge: +1
HOMO: -10.458 eV
ΔE to the lowest compared entry with this formula, charge and spin: 12.4 kcal/mol
HOMO-LUMO gap: 7.146 eV

Results of the Mulliken charge analysis, in e, for atoms 1 through 8: -1.26, -1.81, 0.23, -0.85, 0.82, -0.69, 0.84, -1.06

---

[5]
Below is C5H9NO in the gas phase, with properties calculated with ωB97M-V/def2-TZVPD.

Structure (XYZ):
```
16
C5H9NO, DFT ωB97M-V/def2-TZVPD
O -2.714 -0.746 0.488
C -2.199 0.144 -0.130
C -1.041 -0.011 -1.079
C 0.240 0.673 -0.568
C 1.065 -0.159 0.391
C 2.344 -0.412 0.153
N 0.440 -0.643 1.569
H -2.553 1.190 -0.019
H -0.866 -1.071 -1.274
H -1.354 0.469 -2.010
H 0.856 0.923 -1.427
H -0.014 1.617 -0.067
H 2.928 -1.004 0.846
H 2.845 -0.017 -0.714
H 0.553 -0.039 2.368
H -0.528 -0.914 1.471
```

Output
Structure (SMILES): C=C(N)CCC=O
Total charge: 0
HOMO: -8.975 eV
ΔE to the lowest compared entry with this formula, charge and spin: 38.4 kcal/mol
HOMO-LUMO gap: 9.847 eV

Results of the Mulliken charge analysis, in e, for atoms 1 through 8: -0.47, -0.08, -0.52, -0.68, 0.51, -0.91, -0.55, 0.33

---

[6]
Below is C4H5NO3 in the gas phase in a non-equilibrium geometry, with properties calculated with ωB97M-V/def2-TZVPD.

Structure (XYZ):
```
13
C4H5NO3, DFT ωB97M-V/def2-TZVPD
C 0.065 0.510 -0.038
C 2.526 0.040 0.130
C -0.386 -0.845 -0.001
C -1.774 -1.097 0.007
H -1.785 1.116 -0.066
H -0.620 2.479 -0.387
H 3.378 0.588 0.566
H 0.234 -1.677 0.003
H -2.185 -2.112 0.033
N -0.810 1.517 -0.096
O 1.452 0.855 0.018
O 2.544 -1.148 -0.206
O -2.638 -0.225 0.036
```

Output
Structure (SMILES): N/C(=C\C=O)OC=O
Total charge: 0
HOMO: -8.835 eV
ΔE to the lowest compared entry with this formula, charge and spin: 32.6 kcal/mol
HOMO-LUMO gap: 9.196 eV

Results of the Mulliken charge analysis, in e, for atoms 1 through 8: 0.37, 0.21, -0.59, 0.10, 0.33, 0.21, 0.34, 0.45

---

[7]
Below is 2 unconnected molecules or ions with the total composition C3HBrClNO2 in a non-equilibrium geometry, with properties calculated with ωB97M-V/def2-TZVPD.

Structure (XYZ):
```
9
C3HBrClNO2, DFT ωB97M-V/def2-TZVPD
C 1.579 0.357 0.783
C -0.933 -0.357 -1.440
C 0.248 0.170 1.343
N 2.680 0.557 0.615
O -0.260 0.596 -1.445
O -0.284 -0.845 1.618
Cl -0.126 -1.895 -1.385
Br -0.768 1.837 1.287
H -2.135 -0.421 -1.375
```

Output
Structure (SMILES): N#CC(=O)Br.O=CCl
Total charge: 0
HOMO: -11.225 eV
ΔE to the lowest compared entry with this formula, charge and spin: 3.4 kcal/mol
HOMO-LUMO gap: 10.141 eV

Results of the Mulliken charge analysis, in e, for atoms 1 through 8: 0.44, 0.15, 0.24, -0.29, -0.30, -0.35, -0.11, -0.07

---

[8]
Below is 7 unconnected molecules or ions with the total composition C15H34N2O17 in a non-equilibrium geometry, with properties calculated with ωB97M-V/def2-TZVPD.

Structure (XYZ):
```
68
C15H34N2O17, DFT ωB97M-V/def2-TZVPD
C -0.322 -1.395 -0.107
O 1.092 -1.699 -0.103
H -0.452 -0.865 0.836
H -0.632 -0.810 -0.974
H -0.760 -2.392 -0.068
H 1.330 -1.627 -1.030
C 4.526 -2.013 0.691
N 4.870 -1.049 1.756
O 4.346 -1.112 2.853
O 5.641 -0.112 1.508
H 4.211 -2.932 1.186
H 5.348 -2.188 -0.003
H 3.720 -1.584 0.095
C 0.695 -2.181 3.632
N 0.989 -1.404 4.885
O 0.176 -1.571 5.817
O 2.057 -0.853 4.930
H -0.275 -2.670 3.544
H 1.434 -2.982 3.657
H 1.001 -1.633 2.740
C 0.207 2.022 -0.530
O 0.254 3.338 -1.112
C 0.602 4.360 -0.331
O 0.908 4.359 0.862
O 0.666 5.452 -1.145
C 0.732 6.772 -0.578
H -0.534 1.929 0.264
H 1.100 1.661 -0.019
H 0.054 1.330 -1.358
H 1.246 7.447 -1.262
H 1.220 6.729 0.396
H -0.305 7.109 -0.569
C -4.079 -0.454 0.238
O -3.831 -1.607 -0.519
C -3.585 -1.606 -1.836
O -3.906 -0.722 -2.621
O -2.931 -2.669 -2.060
C -2.668 -3.137 -3.335
H -4.420 -0.846 1.196
H -4.870 0.167 -0.182
H -3.173 0.139 0.364
H -2.028 -4.016 -3.252
H -2.153 -2.395 -3.946
H -3.557 -3.426 -3.896
C 0.364 0.372 -4.177
O 0.728 -0.750 -4.992
C 1.069 -1.836 -4.263
O 1.375 -1.828 -3.080
O 1.062 -2.856 -5.116
C 1.486 -4.075 -4.666
H 1.205 0.745 -3.592
H -0.446 0.068 -3.515
H 0.035 1.250 -4.734
H 2.422 -3.964 -4.119
H 1.581 -4.768 -5.502
H 0.827 -4.634 -4.002
C -3.628 1.620 3.765
O -2.460 2.427 3.535
C -1.304 1.883 3.271
O -1.125 0.662 3.174
O -0.330 2.865 3.266
C 0.987 2.483 3.197
H -4.054 1.193 2.858
H -4.372 2.331 4.125
H -3.492 0.746 4.403
H 1.593 3.335 3.506
H 1.305 2.215 2.190
H 1.233 1.651 3.857
```

Output
Total charge: +1
2S+1: 2
<S²>: 0.7542
HOMO (alpha / beta): -13.218 / -13.196 eV
HOMO-LUMO gap (alpha / beta): 9.989 / 2.966 eV

Results of the Mulliken charge analysis, in e, for atoms 1 through 8: -0.02, 0.06, 0.09, 0.01, 0.46, 0.47, -0.55, 0.89

---

[9]
Below is a molecular structure, C35H33AlClN4Si2 in a non-equilibrium geometry, with properties calculated with ωB97M-V/def2-TZVPD.

Structure (XYZ):
```
76
C35H33AlClN4Si2, DFT ωB97M-V/def2-TZVPD
C -2.309 -2.000 4.797
C -0.899 -1.836 4.682
C -0.645 -0.498 4.270
H -0.135 -2.587 4.858
C -1.900 0.170 4.170
C -2.929 -0.767 4.461
H -3.996 -0.579 4.420
H -2.801 -2.905 5.127
H 0.317 -0.052 4.029
H -2.053 1.203 3.895
Al -2.091 -0.182 0.787
Si 1.202 -2.304 -2.330
C 3.013 -1.954 -2.334
C 3.566 -1.291 -3.438
H 2.978 -1.155 -4.352
C 4.850 -0.753 -3.321
H 5.276 -0.193 -4.151
C 5.578 -0.883 -2.132
H 6.557 -0.404 -2.031
C 5.051 -1.621 -1.067
H 5.619 -1.729 -0.143
C 3.783 -2.199 -1.184
H 3.371 -2.789 -0.358
C 0.432 -0.998 -1.253
C 1.055 -0.682 -0.063
H 1.970 -1.240 0.168
C 0.762 0.359 0.845
H 1.621 0.682 1.431
C -0.458 0.954 1.180
H -0.473 1.617 2.052
C -1.735 0.305 -1.141
H -2.577 0.595 -1.778
C -0.646 -0.272 -1.832
H -0.702 -0.305 -2.927
H 0.944 -3.609 -1.706
Si -0.529 1.554 -0.542
C -1.129 3.362 -0.678
C -0.292 4.441 -0.358
H 0.737 4.260 -0.029
C -0.765 5.757 -0.476
H -0.113 6.597 -0.223
C -2.079 5.988 -0.908
H -2.458 7.015 -0.980
C -2.893 4.902 -1.259
H -3.905 5.080 -1.628
C -2.424 3.582 -1.151
H -3.055 2.730 -1.433
C 1.190 2.037 -1.458
C 2.434 2.137 -0.816
H 2.527 2.038 0.267
C 3.629 2.336 -1.523
H 4.586 2.342 -0.986
C 3.578 2.530 -2.904
H 4.498 2.725 -3.456
C 2.344 2.490 -3.561
H 2.293 2.661 -4.641
C 1.165 2.234 -2.841
H 0.217 2.199 -3.385
H 0.659 -2.235 -3.601
Cl -3.557 1.202 1.584
N -0.940 -4.205 1.295
C 0.318 -3.834 1.748
C 0.296 -2.477 1.846
N -0.906 -1.982 1.359
C -1.642 -3.058 1.047
C -3.060 -2.908 0.919
N -3.599 -1.667 0.983
C -4.923 -1.839 1.386
C -5.191 -3.174 1.536
N -4.008 -3.842 1.240
H -1.277 -5.146 1.107
H 1.115 -4.545 1.944
H 1.085 -1.852 2.253
H -5.560 -0.997 1.597
H -6.097 -3.688 1.831
H -3.861 -4.851 1.265
```

Output
Total charge: +1
HOMO (alpha / beta): -8.525 / -8.620 eV
ΔE to the lowest compared entry with this formula, charge and spin: 83.8 kcal/mol
HOMO-LUMO gap (alpha / beta): 3.141 / 3.257 eV

Results of the Mulliken charge analysis, in e, for atoms 1 through 8: -0.61, -0.67, -0.36, 0.51, -0.66, -0.66, 0.49, 0.49